C5H11N3O2 | ωB97M-V/def2-TZVPD

Results
ΔE to the lowest compared entry with this formula, charge and spin, kcal/mol: 27.17
Structure (SMILES): C[C@@H](NCC#N)C(=O)O.N
E_tot, eV: -13928.4992

The geometry in ORCA input format:
```
! wB97M-V def2-TZVPD RIJCOSX def2/J DEFGRID3
* xyz 0 1
C 0.92052 -2.73901 0.41765
C 0.65938 -1.27999 0.01112
N -0.58186 -0.69814 0.49871
C -1.79367 -1.28908 -0.03165
C -2.96756 -0.44800 0.26950
N -3.89432 0.19730 0.51188
C 1.80283 -0.39939 0.49374
O 1.85402 0.10062 1.59714
O 2.85166 -0.44841 -0.32994
H 0.87417 -2.85370 1.50928
H 0.17854 -3.40380 -0.04147
H 1.91174 -3.06037 0.07238
H 0.66293 -1.22004 -1.08846
H -0.58803 -0.68465 1.51470
H -1.71502 -1.35873 -1.12819
H -2.01690 -2.30691 0.33763
H 3.66880 -0.47788 0.18683
N 1.09193 2.28233 -0.85566
H 0.09508 2.42140 -0.68385
H 1.60816 3.02941 -0.39902
H 1.25489 2.34848 -1.85660
*
```


C5H11N3O2S | ωB97M-V/def2-TZVPD

Results
ΔE to the lowest compared entry with this formula, charge and spin, kcal/mol: 24.18
E_tot, eV: -24743.0564

The geometry in ORCA input format:
```
! wB97M-V def2-TZVPD RIJCOSX def2/J DEFGRID3
* xyz 2 1
C -1.47392 1.67763 -0.06696
C -0.30581 -0.34981 -0.04592
C -2.64110 0.91503 -0.56395
C 0.60873 -2.50826 0.30072
C 2.13527 -0.61735 0.29244
N -0.30391 1.02954 -0.07817
N 0.70973 -1.06768 0.15099
N -1.54961 2.94319 0.29593
O -2.86784 -1.75145 -0.98616
O -2.76547 -1.23883 1.45270
S -2.52656 -0.91411 0.06163
H -3.59307 1.24534 -0.22277
H -2.68591 0.84425 -1.59987
H 1.27335 -3.12869 -0.32156
H 0.98226 -2.75888 1.22858
H -0.39835 -2.74316 0.29085
H 2.75259 -1.40564 0.66362
H 2.61639 -0.16658 -0.52902
H 2.00098 0.26644 0.91539
H 0.53758 1.55061 0.32702
H -2.31528 3.45221 0.38236
H -0.77008 3.44493 0.44863
*
```


C5H11N3O3 | ωB97M-V/def2-TZVPD

Results
ΔE to the lowest compared entry with this formula, charge and spin, kcal/mol: 159.23
E_tot, eV: -15968.9488

The geometry in ORCA input format:
```
! wB97M-V def2-TZVPD RIJCOSX def2/J DEFGRID3
* xyz 0 1
C 1.36603 -0.04627 0.06822
C 0.73552 0.60579 -1.27525
C -0.72557 0.38066 -1.34889
C -1.94141 0.69632 -0.36742
C 1.42395 -1.69730 0.40904
H 2.20959 1.25112 1.74874
H 0.89324 -0.10338 2.34535
H 2.31766 0.16260 -0.26606
H 1.30519 1.53929 -1.39352
H 1.19699 -0.42487 -1.98332
H -1.07292 0.88694 -2.21659
H -1.00730 -0.75783 -1.42942
H -1.92839 2.80512 -1.03181
H -3.15305 2.53356 -0.06163
H 0.51751 -3.30592 1.27534
H -1.24420 -1.20881 1.49802
N 1.19080 0.76805 1.35117
N -2.50839 2.01994 -0.73700
N 0.30794 -2.34581 0.74683
O -2.20450 0.19173 0.66728
O 2.62185 -2.26490 0.18305
O -0.30055 -1.68604 1.81787
*
```


C5H11N3O3 | ωB97M-V/def2-TZVPD

Results
ΔE to the lowest compared entry with this formula, charge and spin, kcal/mol: 134.03
Structure (SMILES): O=NN(O)N1CCC[C@H]1CO
E_tot, eV: -15970.0412

The geometry in ORCA input format:
```
! wB97M-V def2-TZVPD RIJCOSX def2/J DEFGRID3
* xyz 0 1
O 2.66127 -0.62244 -1.21633
N 1.75438 0.18600 -0.79072
N 1.29339 -0.19808 0.39473
O 1.76142 -1.41330 0.96912
N 0.13458 0.31496 1.03670
C 0.10695 1.76251 0.94327
C -0.46795 2.15960 -0.42206
C -1.44838 1.00272 -0.83085
C -1.24623 0.03634 0.37561
C -1.45538 -1.38697 0.09911
O -2.77641 -1.55268 -0.48858
H 2.35943 -1.59562 0.13855
H 1.12928 2.34202 0.95928
H -0.50250 2.08644 1.84239
H 0.44595 2.14597 -1.15493
H -0.96723 3.14986 -0.31862
H -2.45596 1.28689 -1.23759
H -0.94629 0.41500 -1.62073
H -1.91650 0.41856 1.14164
H -1.32693 -1.94790 1.11404
H -0.69490 -1.90187 -0.55576
H -3.50494 -1.25719 0.10256
*
```


C5H11N3O3S | ωB97M-V/def2-TZVPD

Results
ΔE to the lowest compared entry with this formula, charge and spin, kcal/mol: 62.25
Structure (SMILES): CN(N)C1=NC(C)(C)OS1(=O)=O
E_tot, eV: -26805.7425

The geometry in ORCA input format:
```
! wB97M-V def2-TZVPD RIJCOSX def2/J DEFGRID3
* xyz 0 1
C -0.83354 -2.52902 1.78315
N -0.06262 -2.00474 0.65799
N 0.86888 -2.89658 0.11480
C -0.07001 -0.79766 0.29529
N 0.75144 -0.00437 -1.08244
C 0.22023 1.36485 -0.88871
C 1.11767 2.24258 -0.00132
C 0.14720 1.94960 -2.32196
O -1.14691 1.29371 -0.36521
S -1.19956 0.36395 0.90341
O -0.61798 1.05533 2.06191
O -2.51975 -0.11191 1.04201
H -1.61306 -3.11611 1.25614
H -0.13455 -3.06015 2.36323
H -1.17366 -1.65430 2.32046
H 1.65210 -2.48150 -0.43486
H 0.37004 -3.46126 -0.61857
H 2.17046 1.83046 0.18999
H 0.58121 2.27589 1.01845
H 1.18746 3.35220 -0.27519
H 1.07381 2.39369 -2.74897
H -0.59233 2.73889 -2.20111
H -0.17653 1.25648 -3.06848
*
```


C5H11N3P | ωB97M-V/def2-TZVPD

Results
ΔE to the lowest compared entry with this formula, charge and spin, kcal/mol: 26.01
Structure (SMILES): CCP(C)c1[nH]nc[nH+]1
E_tot, eV: -19113.3414

The geometry in ORCA input format:
```
! wB97M-V def2-TZVPD RIJCOSX def2/J DEFGRID3
* xyz 1 1
C 1.56084 1.38931 0.74575
C 1.64381 0.83726 -0.77366
P 0.57705 -0.73955 -1.05858
C 1.28055 -2.21304 -0.10052
C -1.10437 -0.26286 -0.28952
N -1.59911 -0.39098 1.04449
N -2.85934 0.11144 1.18632
C -3.16269 0.59145 -0.12999
N -2.10625 0.37433 -1.10846
H 0.77177 0.87928 1.39221
H 1.37472 2.51895 0.81838
H 2.58038 1.17898 1.23028
H 2.73616 0.65219 -1.04794
H 1.14146 1.64275 -1.43473
H 2.24784 -1.84057 0.41174
H 0.52974 -2.60494 0.68079
H 1.60444 -3.01091 -0.84591
H -1.04100 -0.80949 1.80552
H -4.13821 1.09461 -0.41749
H -2.03778 0.60178 -2.10870
*
```